ORCA calculation (ωB97M-V with the def2-TZVPD basis set) on a cluster of 2 separate species, C4H12 in total in a non-equilibrium geometry.

```
16
Properties=species:S:1:pos:R:3:mulliken_charge:R:1
C 1.185 0.644 -1.254 -0.482
C 2.124 0.035 -2.274 -1.072
H 1.481 0.906 -0.121 0.245
H 0.932 1.788 -1.649 0.204
H 0.381 -0.102 -1.166 0.100
H 1.585 0.016 -3.173 0.318
H 2.524 -0.913 -2.008 0.323
H 2.874 0.666 -2.623 0.369
C -1.352 -0.293 2.458 -0.903
C -1.929 -0.478 1.074 -0.556
H -1.466 -1.062 3.191 0.326
H -0.320 -0.229 2.396 0.303
H -1.719 0.703 2.920 0.234
H -3.009 -0.141 1.153 0.246
H -1.849 -1.582 0.808 0.233
H -1.441 0.043 0.270 0.113
```

Computed properties:
SMILES: CC.CC
Maximum force: 3.5 eV/A
Calculated total energy: -159.53591 hartree
ΔE to the lowest compared entry with this formula, charge and spin: 128.8 kJ/mol

---

ORCA calculation (ωB97M-V with the def2-TZVPD basis set) on a structure of composition C19H19Cl3MnN4O6.

```
52
Properties=species:S:1:pos:R:3:lowdin_spin:R:1
Mn -0.770 0.599 -0.208 3.860
Cl -1.660 2.511 6.669 0.002
C -1.190 1.931 5.118 0.007
C -0.227 0.925 5.025 -0.002
C 0.158 0.436 3.795 0.003
Cl 1.332 -0.823 3.696 0.002
C -0.406 0.928 2.607 -0.002
O -0.047 0.374 1.464 0.021
C -1.352 1.969 2.718 0.006
C -1.849 2.642 1.553 0.008
O -1.420 2.467 0.401 0.007
C -1.751 2.448 3.977 0.001
H 0.213 0.516 5.925 0.000
H -2.650 3.370 1.716 -0.001
H -2.488 3.238 4.038 0.000
O -4.004 1.614 -1.338 0.004
Cl -3.253 0.432 -1.327 0.006
O -3.812 -0.623 -2.067 0.005
O -1.853 0.722 -1.874 0.014
O -2.918 0.018 0.039 0.049
N 2.304 2.002 -5.786 0.000
C 2.245 2.064 -4.641 0.000
C 2.159 2.140 -3.212 0.001
C 3.128 2.792 -2.455 0.002
C 2.983 2.827 -1.079 0.001
C 1.889 2.205 -0.507 0.006
N 0.961 1.572 -1.234 0.052
C 1.083 1.548 -2.561 0.007
H 3.973 3.261 -2.942 0.000
H 3.709 3.326 -0.455 0.000
H 1.744 2.195 0.566 0.000
H 0.299 1.059 -3.126 0.001
C -0.834 -2.290 0.465 0.000
C -0.485 -3.766 0.147 -0.003
N 0.545 -3.835 -0.879 -0.002
C 1.678 -3.018 -0.472 -0.003
C 1.277 -1.519 -0.437 -0.001
N -0.206 -1.409 -0.568 -0.047
C -0.600 -1.906 -1.916 -0.002
C 0.008 -3.318 -2.129 -0.004
H -0.444 -1.981 1.432 0.000
H -1.908 -2.116 0.451 0.000
H -1.363 -4.306 -0.208 0.000
H -0.128 -4.271 1.045 0.000
H 2.499 -3.171 -1.172 0.000
H 2.014 -3.353 0.509 0.000
H 1.723 -0.971 -1.266 0.000
H 1.572 -1.043 0.497 -0.001
H -0.248 -1.199 -2.665 0.000
H -1.687 -1.924 -1.962 0.000
H 0.811 -3.289 -2.866 0.000
H -0.755 -4.001 -2.501 0.000
```

Computed properties:
Multiplicity: 5
Maximum force: 0.6 eV/A
Calculated total energy: -3937.02288 hartree
Net charge: +1
ΔE to the lowest compared entry with this formula, charge and spin: 12.1 kJ/mol

---

ORCA calculation (ωB97M-V with the def2-TZVPD basis set) on a structure of composition C32H28AuN6O2S.

```
70
Properties=species:S:1:pos:R:3:mulliken_charge:R:1
Au -0.086 -0.226 -0.233 1.345
C 0.382 -0.258 4.118 -0.369
O 1.647 0.094 3.422 -0.398
C 1.395 -0.015 2.160 0.103
N 0.171 -0.264 1.802 -0.290
C -0.687 -0.185 3.007 -0.392
C -1.739 -1.253 3.122 0.175
C -1.610 -2.485 2.494 -0.019
C -2.576 -3.465 2.685 -1.036
C -3.672 -3.215 3.499 -0.461
C -3.798 -1.985 4.136 -0.841
C -2.835 -1.006 3.948 -0.316
C 2.435 0.225 1.123 0.749
C 3.796 0.435 1.252 -0.454
C 4.531 0.644 0.085 -0.513
C 3.919 0.627 -1.171 -0.380
C 2.555 0.416 -1.216 0.555
N 1.871 0.249 -0.083 -0.541
C 1.649 0.271 -2.386 0.412
N 0.392 -0.005 -2.190 -0.307
C -0.288 -0.176 -3.497 -0.702
C 0.859 0.215 -4.469 -0.521
O 2.056 0.382 -3.601 -0.419
C -1.521 0.671 -3.655 0.389
C -1.649 1.895 -3.008 0.086
C -2.774 2.678 -3.224 -0.778
C -3.768 2.245 -4.091 -0.628
C -3.634 1.028 -4.747 -0.764
C -2.514 0.239 -4.528 -0.584
H 0.248 0.453 4.926 0.374
H 0.518 -1.267 4.504 0.388
H -1.157 0.801 2.971 0.387
H -0.734 -2.712 1.895 0.501
H -2.452 -4.438 2.226 0.518
H -4.415 -3.985 3.661 0.515
H -4.636 -1.797 4.793 0.474
H -2.936 -0.052 4.454 0.505
H 4.266 0.422 2.227 0.615
H 5.599 0.809 0.153 0.514
H 4.487 0.767 -2.082 0.608
H -0.541 -1.234 -3.591 0.694
H 0.697 1.179 -4.942 0.385
H 1.106 -0.544 -5.203 0.357
H -0.861 2.260 -2.358 0.480
H -2.861 3.642 -2.738 0.498
H -4.637 2.862 -4.271 0.483
H -4.399 0.696 -5.437 0.469
H -2.418 -0.710 -5.042 0.496
C -4.653 -2.684 -0.044 -0.962
N -4.504 -1.279 0.342 0.367
C -5.482 -0.535 0.963 -0.905
C -4.996 0.708 1.119 -0.382
N -3.718 0.732 0.569 0.783
C -3.434 -0.508 0.106 0.051
S -2.095 -1.244 -0.725 -0.409
C -2.957 1.945 0.483 0.283
C -3.627 3.161 0.479 -0.988
C -2.868 4.317 0.508 -0.807
C -1.483 4.219 0.528 -0.914
C -0.923 2.959 0.489 -0.497
N -1.643 1.829 0.464 0.781
H -5.529 -3.078 0.462 0.315
H -3.773 -3.239 0.271 0.432
H -4.787 -2.762 -1.122 0.378
H -6.426 -0.963 1.252 0.498
H -5.429 1.562 1.604 0.592
H -4.705 3.217 0.434 0.620
H -3.355 5.283 0.513 0.491
H -0.856 5.099 0.561 0.495
H 0.156 2.842 0.470 0.413
```

Computed properties:
Maximum force: 0.3 eV/A
Calculated total energy: -2248.20981 hartree
Net charge: +3

---

ORCA calculation (ωB97M-V with the def2-TZVPD basis set) on a cluster of 2 separate species, C16H36BFN2O3S in total in a non-equilibrium geometry.

```
60
Properties=species:S:1:pos:R:3:lowdin_spin:R:1
C 0.590 -3.950 2.813 0.000
C 0.598 -3.109 1.403 0.000
O 1.884 -3.465 0.717 0.000
C 0.615 -1.478 1.570 0.000
N -0.441 -0.923 2.503 0.000
C -1.513 -0.144 1.754 0.002
C -2.744 -1.067 1.179 0.000
O -3.476 -1.830 2.206 0.000
B -4.664 -2.513 1.656 0.000
S -5.980 -2.691 3.037 0.000
C -4.399 -4.037 1.099 0.000
C -2.823 -4.456 0.937 0.000
F -5.026 -4.200 -0.248 0.000
H 0.914 -3.258 3.723 0.000
H 1.327 -4.868 2.656 0.000
H -0.446 -4.412 3.108 0.000
H -0.263 -3.381 0.658 0.000
H 1.663 -4.079 -0.069 0.000
H 0.551 -1.027 0.475 0.000
H 1.688 -1.166 1.987 0.000
H 0.039 -0.204 3.107 0.000
H -1.020 0.440 0.837 0.001
H -1.942 0.717 2.461 0.000
H -2.315 -1.765 0.310 0.000
H -3.515 -0.348 0.659 0.000
H -5.150 -1.837 0.826 0.000
H -6.617 -3.937 2.850 0.000
H -4.904 -4.837 1.827 0.000
H -2.185 -4.068 1.839 0.000
H -2.320 -4.032 -0.046 0.000
H -2.721 -5.645 0.955 0.000
C 0.926 2.447 -3.571 0.001
C 0.631 2.864 -2.100 0.021
C 0.982 4.362 -1.889 0.012
C 2.483 4.642 -1.810 0.001
C 3.149 3.740 -0.778 0.012
C 2.848 2.235 -1.000 0.022
N 1.382 1.955 -1.168 0.298
O 0.781 2.053 0.101 0.624
C 3.633 1.734 -2.242 0.001
C 3.480 1.427 0.179 -0.001
C -0.921 2.724 -1.971 -0.001
H 0.025 2.464 -4.196 0.000
H 1.646 3.109 -4.060 0.000
H 1.302 1.420 -3.637 0.001
H 0.522 4.723 -0.959 0.002
H 0.550 4.967 -2.697 0.001
H 2.947 4.510 -2.794 0.000
H 2.641 5.688 -1.537 0.001
H 4.231 3.918 -0.799 0.001
H 2.813 4.047 0.222 0.003
H 3.382 0.692 -2.473 0.001
H 4.715 1.773 -2.066 0.000
H 3.461 2.332 -3.138 0.000
H 3.115 1.754 1.159 -0.001
H 4.569 1.551 0.202 0.000
H 3.275 0.353 0.077 0.000
H -1.238 1.681 -2.102 0.000
H -1.433 3.323 -2.735 0.000
H -1.301 3.080 -1.006 -0.001
```

Computed properties:
Multiplicity: 2
Maximum force: 5.0 eV/A
Calculated total energy: -1489.24674 hartree
Net charge: -1

---

Question: Number 2 is which compound?
Answer: C19H19Cl3MnN4O6